# 1
40
Properties=species:S:1:pos:R:3:forces:R:3:mulliken_charge:R:1 method="wB97M-V/def2-TZVPD" total_charge=+2 multiplicity=1 homo_ev=-15.424 orbital_gap_ev=7.51 total_energy_ha=-3507.9345 e_above_lowest_kcal_mol=2.3
Ag 0.599 0.154 0.180 -0.0901 -0.0687 0.2756 0.1972
S -1.297 -0.531 1.556 0.0347 0.0365 -0.0142 -0.3272
C -1.733 0.989 2.173 0.0727 -0.0100 -0.0186 0.5089
N -2.626 1.183 3.112 -0.0128 -0.0397 0.0236 -0.1290
C -2.986 2.571 3.426 0.0426 -0.0169 0.0106 -0.5466
C -1.802 3.425 2.966 -0.0505 0.0011 -0.0047 -0.4804
S -1.045 2.470 1.607 -0.0321 0.0952 0.0126 -0.0795
H -3.121 0.400 3.519 0.0015 0.0111 0.0212 0.2420
H -3.153 2.672 4.496 -0.0128 0.0114 0.0006 0.3375
H -3.902 2.833 2.896 -0.0024 -0.0120 -0.0173 0.2871
H -1.059 3.565 3.746 0.0083 -0.0209 0.0046 0.3366
H -2.125 4.392 2.590 0.0179 0.0090 0.0093 0.3859
C -1.529 -4.257 -2.108 -0.0637 0.0160 0.0324 -1.4473
C -1.151 -3.043 -2.943 0.0640 -0.0577 -0.0062 0.0636
C 0.337 -2.720 -2.882 0.1940 0.0386 -0.0106 -0.6170
C 0.717 -1.565 -3.832 0.0846 -0.0699 -0.0029 -0.6505
Ge -0.381 -0.129 -3.211 -0.1964 -0.1346 0.1797 1.0346
C -2.057 0.609 -3.775 -0.0514 0.0795 -0.1635 -0.7435
C -2.091 0.546 -5.303 0.0359 -0.0045 0.0463 -0.4126
C -0.890 1.295 -5.871 0.0368 0.0277 0.0036 -0.1299
C -0.719 1.172 -7.376 -0.0476 -0.0037 -0.0207 -1.4304
H -2.596 -4.462 -2.168 0.0033 -0.0069 -0.0087 0.3912
H -1.273 -4.114 -1.057 0.0181 0.0104 -0.0119 0.3217
H -0.998 -5.140 -2.466 -0.0008 0.0103 -0.0118 0.3746
H -1.737 -2.173 -2.578 -0.0021 0.0706 0.0205 0.1674
H -1.449 -3.185 -3.986 -0.0225 -0.0144 0.0040 0.2901
H 0.947 -3.586 -3.147 -0.0968 -0.0507 -0.0354 0.4491
H 0.612 -2.474 -1.849 0.0550 -0.0054 -0.0155 0.1444
H 0.489 -1.791 -4.873 -0.0195 -0.0183 -0.0048 0.4628
H 1.769 -1.287 -3.753 -0.0092 0.0134 -0.0137 0.4788
H 0.033 0.273 -1.741 0.0959 0.0889 -0.2478 -0.6962
H -2.118 1.634 -3.403 -0.0038 -0.0091 0.0205 0.4508
H -2.822 0.022 -3.254 -0.0457 0.0277 -0.0902 0.4840
H -3.019 0.990 -5.667 -0.0082 0.0139 0.0084 0.4328
H -2.093 -0.493 -5.643 0.0147 0.0007 -0.0078 0.2718
H 0.042 0.912 -5.386 -0.0131 -0.0255 0.0363 0.1755
H -0.946 2.347 -5.575 0.0016 0.0038 -0.0207 0.3193
H -0.663 0.128 -7.686 0.0073 0.0012 0.0098 0.3425
H 0.184 1.677 -7.716 -0.0061 0.0095 0.0072 0.3883
H -1.566 1.628 -7.889 -0.0012 -0.0078 0.0002 0.3519



# 2
40
Properties=species:S:1:pos:R:3:forces:R:3:mulliken_charge:R:1 method="wB97M-V/def2-TZVPD" total_charge=-1 multiplicity=1 homo_ev=-3.881 orbital_gap_ev=6.42 total_energy_ha=-1529.3260
C 1.801 -1.280 1.342 -0.0437 0.0277 0.0406 -0.8834
C 1.839 0.240 1.520 0.0563 0.0059 -0.0592 -0.4202
C 1.356 0.959 0.262 0.0175 -0.0212 -0.0449 0.4346
C 1.445 2.496 0.307 0.0806 -0.0505 0.0318 -1.0215
C 0.072 3.166 0.315 -0.0139 0.0550 -0.0023 -0.6004
C -0.771 2.805 1.551 -0.0456 0.0029 0.0525 -0.0471
C -2.204 2.332 1.268 -0.0441 -0.0191 0.1438 -1.0449
B -2.355 1.029 0.323 0.2242 -0.1992 0.1347 0.8619
O -2.016 -0.243 1.103 0.0209 0.0766 -0.2375 -0.5950
C -2.832 -1.251 0.571 -0.0826 0.0410 0.1909 -0.2972
C -3.691 -0.564 -0.509 -0.0545 0.0843 0.0717 -0.4976
O -3.752 0.775 -0.112 -0.0155 -0.0234 -0.1038 -0.7741
H 1.014 -1.541 0.634 -0.0190 -0.0540 0.0942 -0.0103
H 1.579 -1.796 2.278 0.0707 -0.0108 0.0166 0.3769
H 2.747 -1.668 0.955 -0.0371 0.0178 -0.0648 0.2513
H 1.217 0.526 2.368 -0.0523 0.0291 -0.0086 0.2077
H 2.858 0.571 1.755 0.0040 -0.0148 0.0611 0.3478
H 1.941 0.571 -0.581 -0.0497 0.0284 -0.0279 0.4263
H 0.315 0.673 0.079 0.0986 -0.0731 -0.0097 -0.4397
H 2.010 2.803 1.198 -0.0140 0.0224 0.0016 0.3554
H 2.015 2.860 -0.553 0.0294 0.0068 0.0058 0.3762
H -0.465 2.863 -0.586 0.0025 0.0006 0.0180 0.2304
H 0.209 4.252 0.256 -0.0350 0.0114 -0.0164 0.4587
H -0.782 3.675 2.221 0.0088 -0.0533 0.0654 0.3993
H -0.267 2.011 2.110 0.0000 0.0028 -0.0531 -0.1343
H -2.646 2.044 2.232 -0.0903 0.0882 -0.0139 0.2853
H -2.812 3.169 0.896 0.0629 -0.0216 -0.1376 0.2557
H -1.619 1.042 -0.694 -0.0960 0.1076 -0.0372 -0.3299
H -3.483 -1.662 1.362 0.0753 -0.0546 -0.0464 0.2818
H -2.248 -2.087 0.149 0.0102 0.0301 0.0178 0.1006
H -4.699 -0.992 -0.585 0.0489 -0.0128 -0.0386 0.3020
H -3.183 -0.647 -1.485 -0.0804 -0.0604 -0.0135 0.1625
Cl 0.437 -2.501 -1.978 -0.0458 0.0301 -0.0570 -0.0640
C 1.505 -3.351 -3.113 -0.0223 0.0148 0.0345 -0.5553
C 2.853 -3.651 -2.506 -0.0004 -0.0406 -0.0213 -0.4672
Cl 3.818 -2.175 -2.245 0.0120 0.0071 0.0003 -0.1805
H 1.607 -2.734 -4.003 -0.0001 0.0053 0.0033 0.3163
H 1.016 -4.287 -3.381 0.0162 -0.0098 -0.0045 0.2875
H 3.424 -4.289 -3.180 0.0046 0.0013 0.0035 0.3304
H 2.745 -4.145 -1.544 -0.0014 0.0220 0.0102 0.3140